The following is a DFT calculation (ωB97M-V with the def2-TZVPD basis set) of a cluster of 2 separate species, C2H3N3S in total at a distorted geometry.

Its electronic energy is -17424.2103 eV. Its frontier orbital gap is 8.71 eV. Its LUMO energy is -0.75 eV. The value obtained for the relative energy (zero: lowest compared OMol25 entry of this formula, charge and spin) is 346.0 kJ/mol.

```
! wB97M-V def2-TZVPD RIJCOSX def2/J DEFGRID3
* xyz 0 1
C -0.5504 0.3685 0.0289
C -1.9240 -0.2391 0.0898
H 1.9310 1.0366 -0.4364
H 0.1660 -1.6210 0.7864
H -1.1447 2.2351 -0.0259
N 0.3828 -0.6297 -0.3039
N -0.2693 1.6466 0.0547
N -2.9827 -0.6810 -0.0343
S 2.1236 -0.2986 0.0593
*
```

Which charges does Mulliken predict for the atoms? In e, they are: 0.720 0.064 0.197 0.356 0.264 -0.487 -0.639 -0.353 -0.123